[1]
10
Properties=species:S:1:pos:R:3 method="wB97M-V/def2-TZVPD" e_lumo_ev=0.575 molar_mass_g_mol=112.05 relative_energy_kj_mol=344.90 total_energy_ev=-13355.8744
C 0.54 1.13 0.81
C 1.39 0.27 1.34
C -0.78 -0.52 -1.80
O -1.30 -1.05 -0.83
F -0.40 1.77 1.50
F 1.22 -0.15 2.60
F -1.43 -1.00 -2.95
H 0.45 1.54 -0.25
H 2.14 -0.16 0.68
H -1.81 -1.82 -1.09

***

[2]
94
Properties=species:S:1:pos:R:3 method="wB97M-V/def2-TZVPD" e_lumo_ev="0.081 / -0.374" spin_multiplicity=2 molar_mass_g_mol=711.69 total_energy_ev=-139348.5761 s_squared=0.7542
C 3.19 -0.90 3.12
C 2.24 0.34 3.53
Br 1.45 -0.09 5.28
C 1.28 0.62 2.32
C 0.03 1.60 2.52
S -1.46 0.47 2.60
O -1.55 -0.17 1.23
O -1.27 -0.69 3.55
C -3.08 1.25 3.03
F -4.00 0.17 3.09
F -3.15 1.80 4.34
C -3.72 2.25 1.96
F -3.67 1.76 0.63
F -3.15 3.53 1.96
C -5.31 2.51 2.20
F -5.61 2.92 3.49
F -6.10 1.48 1.73
F -5.60 3.62 1.37
C 0.14 2.68 3.68
C 0.04 4.22 3.31
C 1.28 5.05 3.96
C -1.25 4.84 4.09
N -0.10 4.61 1.90
O 0.07 5.87 1.67
C 0.58 3.72 0.93
C 0.20 4.29 -0.54
C 2.17 3.70 0.99
C -0.13 2.29 1.04
H 3.74 -0.72 2.14
H 2.49 -1.80 3.03
H 3.90 -1.15 3.98
H 2.95 1.23 3.68
H 0.91 -0.40 1.93
H 1.93 1.02 1.46
H 1.08 2.59 4.34
H -0.71 2.46 4.42
H 0.85 6.06 4.30
H 1.69 4.56 4.91
H 2.09 5.29 3.21
H -1.62 5.80 3.62
H -2.10 4.09 4.20
H -0.90 5.09 5.15
H 0.35 3.48 -1.32
H -0.91 4.56 -0.55
H 0.78 5.22 -0.80
H 2.57 3.19 0.05
H 2.52 4.78 0.95
H 2.53 3.21 1.96
H 0.31 1.62 0.22
H -1.22 2.44 0.75
C 1.27 -2.09 -5.23
C 0.29 -1.40 -4.28
N 0.75 -0.12 -3.78
C -0.10 0.40 -2.71
C -1.55 0.75 -3.05
C 1.14 0.87 -4.78
C 0.09 1.29 -5.81
H 2.24 -2.25 -4.75
H 0.88 -3.07 -5.52
H 1.43 -1.52 -6.15
H 0.15 -2.08 -3.43
H -0.68 -1.32 -4.79
H 0.38 1.28 -2.26
H -0.12 -0.35 -1.90
H -1.61 1.70 -3.59
H -2.12 0.87 -2.13
H -2.04 -0.02 -3.64
H 2.01 0.48 -5.32
H 1.52 1.76 -4.28
H -0.49 0.44 -6.19
H 0.59 1.75 -6.67
H -0.59 2.03 -5.41
C 0.05 -3.28 -0.72
C 0.11 -4.48 -1.66
N 1.18 -5.42 -1.37
C 1.35 -6.42 -2.41
C 0.21 -7.41 -2.64
C 1.23 -5.93 0.00
C 0.01 -6.68 0.52
H 0.99 -2.72 -0.74
H -0.75 -2.60 -1.03
H -0.16 -3.57 0.31
H 0.25 -4.08 -2.67
H -0.88 -4.97 -1.65
H 2.27 -6.99 -2.22
H 1.54 -5.90 -3.36
H 0.18 -8.18 -1.87
H 0.35 -7.93 -3.60
H -0.77 -6.92 -2.68
H 1.43 -5.09 0.67
H 2.12 -6.57 0.11
H -0.93 -6.20 0.24
H 0.04 -6.71 1.62
H -0.01 -7.71 0.18

***

[3]
11
Properties=species:S:1:pos:R:3 method="wB97M-V/def2-TZVPD" e_lumo_ev=0.186 molar_mass_g_mol=133.13 smiles="Nc1noc(=O)n1S" relative_energy_kj_mol=51.82 total_energy_ev=-21521.9782
N -0.53 1.79 -0.29
C 0.31 0.72 -0.19
N 1.60 0.81 -0.15
O 2.05 -0.53 -0.12
C 0.96 -1.39 -0.14
O 1.04 -2.56 -0.22
N -0.15 -0.57 -0.08
S -1.78 -1.09 -0.23
H -0.14 2.53 0.27
H -1.48 1.62 0.04
H -1.88 -1.33 1.10

***

[4]
15
Properties=species:S:1:pos:R:3 method="wB97M-V/def2-TZVPD" e_lumo_ev=0.690 molar_mass_g_mol=116.98 relative_energy_kj_mol=0.00 total_energy_ev=-18287.9002
H 2.65 0.50 -1.65
B 2.24 1.11 -0.72
N 1.96 1.66 0.32
H 1.58 2.37 0.85
O 0.20 -0.71 1.40
C -0.59 -1.56 0.59
C -0.98 -0.93 -0.71
C -1.32 0.33 -0.95
S -1.43 1.60 0.36
H 0.72 -0.30 0.71
H -1.38 -1.67 1.31
H 0.00 -2.45 0.36
H -1.18 -1.61 -1.41
H -1.72 0.75 -1.81
H -0.76 0.90 1.35